Formula: C4H6NO2
Source: the OMol25 dataset
Level of theory: the ωB97M-V functional and the def2-TZVPD basis

Output
**SMILES**: CC1=C(C([NH3+])=O)O1
**Kohn-Sham gap**: 8.55 eV
**Charge**: +1
**LUMO energy**: -5.0 eV
**Energy relative to the best compared isomer or geometry (same formula, charge and spin)**: 378.0 kJ/mol

Bonds (Å) are listed after each position.
CARTESIAN COORDINATES (ANGSTROEM)
1 C -2.211 -1.172 -0.142  C2 1.488, H8 1.043, H9 1.021, H10 1.138
2 C -1.502 0.133 -0.055  C1 1.488, C3 1.332, O7 1.318
3 C -0.272 0.642 -0.010  C2 1.332, C4 1.406, O7 1.526
4 C 0.979 1.237 0.231  C3 1.406, N5 1.784, O6 1.176
5 N 2.344 0.099 0.074  C4 1.784, H11 1.003, H12 1.008, H13 1.008
6 O 1.393 2.337 0.270  C4 1.176
7 O -1.568 1.446 0.043  C2 1.318, C3 1.526
8 H -1.665 -1.919 0.340  C1 1.043
9 H -2.290 -1.449 -1.121  C1 1.021
10 H -3.210 -1.017 0.383  C1 1.138
11 H 3.205 0.528 -0.211  N5 1.003
12 H 2.127 -0.500 -0.707  N5 1.008
13 H 2.671 -0.366 0.906  N5 1.008